Record 1
C36H70F3NiO18S8 as an isolated structure in a non-equilibrium geometry, computed with wB97M-V/def2-TZVPD.

Results
⟨S²⟩: 3.757
2S+1: 4
Charge: +2
HOMO (spin up / spin down) (eV): -13.5 / -13.5
Largest force on an atom (eV/A): 4.44

Last column: Mulliken spin population.
Cartesian coordinates (Å):
Ni 3.34399 -1.60827 2.11028  1.908
C 0.28212 -0.29300 0.85164  -0.034
O 0.74078 0.05049 -0.51809  0.009
O 1.43066 -0.74499 1.51912  0.842
C -0.64219 0.66177 1.63351  0.075
F -1.85204 0.81785 1.08818  0.008
F -0.93295 0.18596 2.81588  0.003
F -0.17297 1.96319 1.76495  0.016
C -0.24055 -0.26484 -1.53606  0.020
C 0.17819 0.28968 -2.90933  0.000
H 0.90617 -0.35176 -3.40600  0.000
H -0.70991 0.44983 -3.52068  0.000
H 0.55593 1.28934 -2.69458  0.000
H -1.15441 0.27114 -1.27976  0.006
H -0.49279 -1.31233 -1.70106  -0.012
H -0.39125 -1.14568 0.93896  0.079
C 3.10478 -3.58385 -3.38490  0.000
C 4.50311 -3.79973 -2.81654  0.000
C 4.34941 -4.49251 -1.40125  0.001
S 2.87132 -3.88850 -0.61206  0.007
O 3.25775 -2.82708 0.33875  0.007
O 1.94859 -4.89604 -0.21152  0.001
C 2.16728 -3.10134 -2.22688  -0.001
H 2.71794 -4.55469 -3.69458  0.000
H 3.07567 -2.89790 -4.23150  0.000
H 4.88524 -2.79046 -2.66341  0.000
H 5.12203 -4.36655 -3.51206  0.000
H 5.18879 -4.57924 -0.71131  0.000
H 4.12389 -5.55199 -1.52270  0.000
H 2.25598 -2.01556 -2.19055  0.000
H 1.12026 -3.32940 -2.42642  0.000
C -3.43033 2.89229 3.98531  -0.001
C -3.97774 3.80205 2.90049  0.000
C -4.89850 4.74746 3.58381  0.000
S -3.97718 5.32053 5.06090  0.000
O -4.90874 5.50963 6.17247  0.000
O -3.08531 6.40134 4.72749  0.000
C -3.01180 3.76641 5.16665  0.000
H -2.63395 2.23861 3.62955  0.001
H -4.30052 2.27183 4.19951  0.000
H -4.53570 3.29425 2.11377  0.000
H -3.18743 4.23046 2.28407  0.000
H -5.77695 4.19915 3.92407  0.000
H -5.26799 5.61752 3.04107  0.000
H -3.45498 3.30966 6.05157  0.000
H -1.94238 3.86603 5.35248  0.000
C -4.52625 -0.85140 4.32750  0.000
C -3.75914 -2.16795 4.32052  0.000
C -4.15196 -3.01273 3.10814  0.000
S -4.85719 -1.82351 1.92168  0.000
O -6.30162 -2.00135 1.86659  0.000
O -3.98295 -1.80768 0.71149  0.000
C -4.59619 -0.34704 2.89434  0.000
H -4.00499 -0.10218 4.92338  0.000
H -5.52569 -1.11802 4.67119  0.000
H -3.78270 -2.65660 5.29456  0.000
H -2.69720 -1.92990 4.25953  0.000
H -4.93275 -3.73791 3.33746  0.000
H -3.35937 -3.58764 2.62921  0.000
H -5.27325 0.46047 2.61575  0.000
H -3.61023 0.07178 2.69294  0.000
C -2.68962 -1.36730 -7.11273  0.000
C -3.59196 -2.59692 -7.25201  0.000
C -3.16239 -3.60789 -6.08390  0.000
S -2.68057 -2.58835 -4.65243  0.000
O -1.44515 -3.16334 -4.17458  0.000
O -3.87878 -2.48907 -3.83827  0.000
C -2.41956 -1.05954 -5.62917  0.000
H -2.90835 -0.56908 -7.82202  0.000
H -1.72342 -1.77517 -7.40976  0.000
H -3.60653 -3.10090 -8.21839  0.000
H -4.62447 -2.31108 -7.05122  0.000
H -2.41630 -4.33777 -6.39811  0.000
H -3.84533 -4.35515 -5.67982  0.000
H -1.36544 -0.85399 -5.44296  0.000
H -3.04338 -0.28359 -5.18545  0.000
C 4.31453 3.53818 3.85627  0.000
C 2.92879 3.33593 3.17834  -0.004
C 2.21098 2.27655 3.99238  0.003
S 3.51259 1.07192 4.46891  0.001
O 3.61902 -0.12232 3.57931  0.020
O 3.40860 0.83315 5.92278  0.005
C 4.88345 2.19896 4.17612  0.001
H 4.24696 4.21557 4.70756  0.000
H 5.03790 4.02076 3.19906  0.000
H 3.01716 2.93390 2.16906  0.003
H 2.28619 4.21124 3.27334  0.000
H 1.33358 1.81250 3.54189  -0.002
H 1.69449 2.70410 4.85177  0.000
H 5.27340 1.82992 3.22753  0.000
H 5.63147 2.17508 4.96859  0.000
C 1.44404 4.77422 -0.70086  0.000
C 0.28412 4.25614 -1.54187  0.000
C -0.00345 5.34149 -2.57969  0.000
S 0.25434 7.01914 -1.67875  0.000
O -1.10830 7.33608 -1.21865  0.000
O 1.06226 7.91453 -2.51955  0.000
C 1.18585 6.30069 -0.27906  0.000
H 2.37354 4.54049 -1.21999  0.000
H 1.50983 4.10328 0.15565  0.000
H -0.56809 4.03644 -0.89878  0.000
H 0.41557 3.26738 -1.98137  0.000
H -1.00220 5.39490 -3.01297  0.000
H 0.74093 5.40600 -3.37332  0.000
H 0.44670 6.41655 0.51362  0.000
H 1.93478 6.98886 0.11289  0.000
C -1.58903 -4.79269 -1.06267  0.002
C -1.20144 -4.19020 0.29218  0.004
C -0.94000 -5.22877 1.41659  0.002
S -0.88297 -6.87701 0.61685  0.000
O -2.10746 -7.70173 0.84375  0.000
O 0.37129 -7.56956 0.90825  0.000
C -0.87034 -6.15997 -1.15051  0.000
H -1.28733 -4.14329 -1.88448  0.000
H -2.66687 -4.93801 -1.13497  0.000
H -1.95320 -3.43116 0.50855  -0.005
H -0.25556 -3.65066 0.34004  -0.004
H -1.68640 -5.30975 2.20679  0.000
H 0.05388 -5.27592 1.86164  0.000
H -1.29588 -6.89130 -1.83766  0.000
H 0.13490 -6.08741 -1.56564  0.000
C 4.71362 0.55656 -2.77477  -0.001
C 4.06256 1.91177 -2.36878  -0.001
C 3.71696 1.89949 -0.86447  -0.008
S 4.99493 0.75161 -0.05529  0.007
O 4.27877 -0.31694 0.61104  0.022
O 5.90023 1.61298 0.68133  0.001
C 5.67577 0.19942 -1.69481  0.003
H 5.16595 0.68023 -3.75874  0.001
H 3.94767 -0.21670 -2.83387  0.000
H 3.20515 2.20217 -2.97592  0.001
H 4.74648 2.74848 -2.51111  0.000
H 2.77177 1.35793 -0.82648  0.012
H 3.67120 2.83553 -0.30784  -0.001
H 5.95915 -0.84941 -1.60671  0.000
H 6.60858 0.76273 -1.66924  0.001

Record 2
One molecule with the formula C2H4N2S3 in a non-equilibrium geometry, computed with wB97M-V/def2-TZVPD.

Results
Charge: 0
HOMO (eV): -8.8
Largest force on an atom (eV/A): 5.02
Relative energy (zero: lowest compared OMol25 entry of this formula, charge and spin) (eV): 2.5657

Last column: Löwdin charge in e.
Cartesian coordinates (Å):
N 0.72582 0.76539 -1.34068  -0.020
N 0.61875 1.07672 0.01930  -0.059
C 0.14629 0.03272 0.84467  -0.944
S 0.33154 0.06861 2.55185  0.590
C -0.34972 -1.17690 0.22561  -1.170
S 0.55957 -2.29242 -0.59082  0.687
S -2.19303 -0.90604 0.00336  0.653
H 1.46790 0.13973 -1.63104  0.068
H -0.17086 0.76465 -1.79151  0.075
H 1.11806 1.89916 0.23891  0.120
H -2.25432 -0.37164 1.47035  0.000

Record 3
C25H18Co2O8 as an isolated structure in a non-equilibrium geometry, computed with wB97M-V/def2-TZVPD.

Results
Charge: -2
HOMO (eV): -0.3
Largest force on an atom (eV/A): 4.50
Relative energy (zero: lowest compared OMol25 entry of this formula, charge and spin) (eV): 0.0000

Last column: Löwdin charge in e.
Cartesian coordinates (Å):
C 4.69352 0.91739 2.23003  -0.093
C 3.34929 1.54086 1.96496  -0.259
O 2.31900 0.63544 2.42621  -0.056
C 1.08376 1.21103 2.29935  -0.544
C 0.02192 0.32957 2.67466  -0.063
C -1.30982 0.72424 2.62190  -0.248
C -1.71453 2.08942 2.41096  -0.047
C -3.05328 2.43265 2.28389  -0.141
C -4.05240 1.45028 2.35578  -0.174
C -3.69617 0.10861 2.58371  -0.149
C -2.36248 -0.25305 2.74339  -0.076
O 1.00629 2.36974 1.85766  -0.035
H 5.45150 1.47112 1.67610  0.064
H 4.94667 0.98705 3.28905  0.064
H 4.74107 -0.13042 1.93064  0.073
H 3.25215 2.49770 2.50212  0.118
H 3.20274 1.71281 0.88565  0.102
H 0.28564 -0.67507 2.97116  0.087
H -0.93271 2.84394 2.31931  0.085
H -3.32539 3.47886 2.12540  0.080
H -5.10048 1.71852 2.23971  0.061
H -4.46343 -0.67179 2.63123  0.081
H -2.06429 -1.29676 2.92850  0.091
O 2.00878 -5.10377 -3.96659  0.057
C 1.76576 -4.08891 -3.48003  -0.214
Co 1.38533 -2.60485 -2.64709  0.024
C 2.90075 -1.89493 -2.21570  -0.192
O 3.87297 -1.35144 -1.88645  0.063
C 0.82730 -1.48174 -3.86899  -0.165
O 0.46792 -0.66253 -4.60063  0.089
C 0.55154 -3.13095 -0.95145  -0.268
C 0.06808 -1.78235 -0.88460  -0.285
C 0.57738 -0.53024 -0.63799  -0.067
C 0.07379 0.75496 -1.11701  -0.198
C 0.94071 1.89352 -1.16313  -0.040
C 0.45918 3.15611 -1.49943  -0.105
C -0.88663 3.32526 -1.84937  -0.124
C -1.73928 2.22114 -1.84935  -0.099
C -1.27027 0.95090 -1.49815  -0.024
Co -1.16783 -2.98335 -1.46430  0.016
C -1.21945 -4.63622 -2.13336  -0.145
O -1.26766 -5.70359 -2.58112  0.093
C -2.23666 -2.19752 -2.69303  -0.136
O -2.93542 -1.69406 -3.46318  0.092
C -2.22597 -3.13766 -0.05969  -0.118
O -2.87017 -3.13681 0.90378  0.095
H 0.95134 -3.73813 -0.13190  0.071
H 1.54370 -0.47118 -0.12300  0.111
H 2.00250 1.76098 -0.91761  0.097
H 1.13910 4.01423 -1.48239  0.093
H -1.25252 4.31455 -2.12163  0.080
H -2.78722 2.34776 -2.11572  0.091
H -1.95561 0.09871 -1.45228  0.093

Record 4
A 6-piece molecular cluster, CH15NO5 overall, computed with wB97M-V/def2-TZVPD.

Results
Charge: 0
HOMO (eV): -9.8
Largest force on an atom (eV/A): 0.92
Relative energy (zero: lowest compared OMol25 entry of this formula, charge and spin) (eV): 0.3663

Last column: Löwdin charge in e.
Cartesian coordinates (Å):
C -2.71658 0.55184 -0.31737  -0.153
N -1.63026 1.19739 0.43857  -0.080
H -3.40041 1.23492 -0.81865  0.069
H -3.15836 -0.16573 0.37032  0.075
H -2.27246 -0.00768 -1.14730  0.074
H -1.96317 1.65692 1.27682  0.082
H -1.15611 1.89523 -0.12366  0.068
O 0.42639 1.00944 -1.71697  -0.079
H 0.66867 0.56453 -2.53321  0.035
H 1.26817 0.92053 -1.22804  -0.009
O 0.48245 -1.86122 -1.54598  -0.054
H 0.71705 -2.76652 -1.33846  0.038
H 0.85596 -1.32778 -0.85346  -0.010
O 2.13138 -0.31496 2.10182  -0.044
H 1.16726 -0.40332 2.10429  0.021
H 2.34405 0.37377 2.72869  0.057
O -0.52330 -1.10522 1.27814  -0.092
H -0.92223 -1.84282 0.82239  0.031
H -0.97741 -0.27882 0.96530  -0.021
O 2.81638 0.54657 -0.37651  -0.063
H 3.35213 -0.21592 -0.60560  0.057
H 2.49042 0.33885 0.51887  -0.002